Molecular formula: C16H16BCoN9O7
Method: DFT, ωB97M-V/def2-TZVPD

Cartesian coordinates (Å):
Co1 0.752 -0.143 0.004
O1 -0.974 0.300 7.071
O2 -3.065 -0.148 6.608
O3 -3.195 0.099 0.297
O4 1.710 1.372 1.538
O5 -4.581 -0.248 1.959
O6 2.189 1.246 3.680
O7 -0.739 0.634 0.770
N1 2.135 -0.618 -2.641
N2 1.310 1.096 2.771
N3 -3.391 0.006 1.554
N4 -0.338 -0.557 -3.264
N5 -1.888 0.126 6.195
N6 0.663 1.469 -0.930
N7 2.212 -0.924 -1.299
N8 0.814 1.530 -2.282
N9 -0.947 -1.062 -2.146
C1 0.728 2.807 -2.702
C2 -1.616 0.243 4.815
C3 -2.617 0.064 3.858
C4 3.951 -1.896 -2.412
C5 -2.094 -1.629 -2.581
C6 -1.015 0.496 2.022
C7 -1.071 -0.801 -4.384
C8 3.159 -1.183 -3.319
C9 -0.017 0.703 3.050
C10 3.325 -1.704 -1.154
C11 -2.345 0.186 2.494
C12 0.522 -1.874 0.759
C13 -2.228 -1.495 -4.001
C14 -0.318 0.565 4.406
C15 0.502 3.636 -1.593
C16 0.461 2.761 -0.482
B1 0.975 0.250 -3.183
H1 -0.140 -2.020 1.567
H2 0.387 4.705 -1.580
H3 1.304 -2.566 0.602
H4 1.153 -0.849 1.348
H5 -3.620 -0.169 4.195
H6 -2.762 -2.105 -1.888
H7 0.442 0.723 5.153
H8 -0.092 -1.780 -0.228
H9 -3.019 -1.850 -4.631
H10 4.846 -2.458 -2.620
H11 1.261 0.644 -4.292
H12 0.827 3.040 -3.751
H13 0.315 2.951 0.562
H14 3.249 -1.037 -4.384
H15 3.606 -2.059 -0.179
H16 -0.727 -0.476 -5.354

Properties
Expectation value of S²: 3.817
2S+1: 4
Net charge: +2
ΔE to the lowest compared entry with this formula, charge and spin (eV): 2.094
Frontier orbital gap (spin up / spin down) (eV): 6.17 / 4.68
HOMO level (spin up / spin down) (Eh): -0.5754 / -0.5754